DFT (ωB97M-V with the def2-TZVPD basis set) results for the molecule C2H4BFO.

Last columns: bonded neighbours and bond lengths (Å).
Cartesian coordinates (Å):
1 B 0.95796 -0.02119 -0.74237  C3 1.570, H6 1.172, H7 1.160
2 C -0.91384 0.64856 0.38688  C3 1.667, O4 1.190, H8 1.093
3 C 0.06188 -0.70241 0.35195  B1 1.570, C2 1.667, F5 1.355, H9 1.094
4 O -1.92829 0.72319 -0.23085  C2 1.190
5 F -0.58172 -1.86253 0.07845  C3 1.355
6 H 1.39983 1.03354 -0.48443  B1 1.172
7 H 1.07284 -0.44657 -1.81583  B1 1.160
8 H -0.54952 1.39584 1.09597  C2 1.093
9 H 0.48087 -0.76844 1.36023  C3 1.094

Results
M   73.86 g/mol
Relative energy (zero: lowest compared OMol25 entry of this formula, charge and spin)   1.6756 eV
E_LUMO   -0.36 eV
HOMO level   -0.3691 Ha
F_max   2.4 eV/Å
Frontier orbital gap   9.68 eV
Energy   -7578.0581 eV
Multiplicity   1

Here are the Löwdin charges for atoms 1 to 5, given in e: number 1, B, carries 0.07; number 2, C, carries -0.22; number 3, C, carries -0.29; number 4, O, carries 0.10; number 5, F, carries 0.00

DFT (ωB97M-V with the def2-TZVPD basis set) results for a cluster of 4 separate species, C59H46N2O9S in total.

Last columns: bonded neighbours and bond lengths (Å).
Cartesian coordinates (Å):
1 O 0.52417 4.45470 -0.09450  S2 1.435
2 S -0.85218 4.15027 0.17539  O1 1.435, O3 1.435, C4 1.837, O23 1.624
3 O -1.76363 5.12553 -0.35204  S2 1.435
4 C -1.29211 2.55784 -0.62776  S2 1.837, C5 1.573, H24 1.106, H25 1.108
5 C -0.59435 1.34444 0.08945  C4 1.573, C6 1.536, C12 1.577, H26 1.114
6 C -1.06091 -0.02408 -0.43021  C5 1.536, C7 1.430, C11 1.391
7 C -0.18098 -1.15171 -0.41076  C6 1.430, C8 1.396, H27 1.100
8 C -0.66680 -2.37849 -0.86579  C7 1.396, C9 1.452, H28 1.102
9 C -2.03421 -2.41611 -1.35144  C8 1.452, N10 1.337, H29 1.107
10 N -2.91978 -1.41804 -1.42877  C9 1.337, C11 1.417
11 C -2.34195 -0.22228 -0.93496  C6 1.391, N10 1.417, H30 1.098
12 C -0.72093 1.54748 1.64788  C5 1.577, C13 1.557, C22 1.565, H31 1.113
13 C -0.96557 0.24997 2.47258  C12 1.557, C14 1.566, H32 1.107, H33 1.118
14 C -0.73867 0.40806 4.01387  C13 1.566, C15 1.568, H34 1.116, H35 1.106
15 C 0.69009 0.93826 4.38381  C14 1.568, C16 1.564, H36 1.114, H37 1.107
16 C 1.79310 -0.12539 4.06931  C15 1.564, N17 1.454, H38 1.115, H39 1.112
17 N 2.95343 0.39016 3.36092  C16 1.454, C18 1.390, C21 1.361
18 C 4.24708 -0.08934 3.52731  N17 1.390, C19 1.394, H40 1.096
19 C 5.12651 0.58532 2.68200  C18 1.394, C20 1.477, H41 1.095
20 C 4.34833 1.57890 1.91564  C19 1.477, C21 1.394, H42 1.092
21 C 3.06694 1.36914 2.42194  N17 1.361, C20 1.394, H43 1.099
22 C -1.74297 2.66574 2.04152  C12 1.565, O23 1.445, H44 1.109, H45 1.108
23 O -1.16840 3.96025 1.75707  S2 1.624, C22 1.445
24 H -0.98065 2.63705 -1.68571  C4 1.106
25 H -2.39650 2.50895 -0.55795  C4 1.108
26 H 0.48438 1.44827 -0.17025  C5 1.114
27 H 0.83869 -1.03439 -0.01448  C7 1.100
28 H -0.01920 -3.26938 -0.84601  C8 1.102
29 H -2.38928 -3.39202 -1.73468  C9 1.107
30 H -2.97547 0.67409 -0.96542  C11 1.098
31 H 0.26134 1.94635 1.98532  C12 1.113
32 H -0.35931 -0.61403 2.13964  C13 1.107
33 H -2.04092 -0.01981 2.32945  C13 1.118
34 H -0.78559 -0.61949 4.44661  C14 1.116
35 H -1.55376 0.98846 4.48479  C14 1.106
36 H 0.66594 1.08468 5.48744  C15 1.114
37 H 0.90798 1.93578 3.95716  C15 1.107
38 H 1.34251 -1.02426 3.58814  C16 1.115
39 H 2.16806 -0.49148 5.05063  C16 1.112
40 H 4.56389 -0.90481 4.18712  C18 1.096
41 H 6.20618 0.44789 2.56174  C19 1.095
42 H 4.65067 2.29273 1.14642  C20 1.092
43 H 2.25236 1.99177 2.02713  C21 1.099
44 H -1.86246 2.63807 3.14402  C22 1.109
45 H -2.74652 2.51900 1.59522  C22 1.108
46 C 12.27140 6.20045 2.78737  C47 1.392, C51 1.386, H62 1.083
47 C 11.77851 7.11693 3.71170  C46 1.392, C48 1.386, H63 1.083
48 C 10.41902 7.37760 3.77472  C47 1.386, C49 1.390, H64 1.083
49 C 9.54659 6.73191 2.90578  C48 1.390, C50 1.396, C60 1.487
50 C 10.04388 5.83062 1.96276  C49 1.396, C51 1.391, C52 1.487
51 C 11.40689 5.55933 1.91466  C46 1.386, C50 1.391, H65 1.083
52 C 9.13107 5.16809 0.99356  C50 1.487, O53 1.215, C54 1.486
53 O 9.56309 4.38068 0.17538  C52 1.215
54 C 7.68191 5.49473 1.04021  C52 1.486, C55 1.391, C59 1.396
55 C 6.82191 4.92860 0.10556  C54 1.391, C56 1.386, H66 1.083
56 C 5.46663 5.21548 0.14741  C55 1.386, C57 1.392, H67 1.083
57 C 4.96205 6.06268 1.12981  C56 1.392, C58 1.386, H68 1.083
58 C 5.81552 6.63380 2.06012  C57 1.386, C59 1.391, H69 1.083
59 C 7.17816 6.36002 2.01327  C54 1.396, C58 1.391, C60 1.486
60 C 8.08788 7.00651 2.99504  C49 1.487, C59 1.486, O61 1.215
61 O 7.64993 7.74927 3.85068  C60 1.215
62 H 13.33334 5.99114 2.74551  C46 1.083
63 H 12.45719 7.62637 4.38480  C47 1.083
64 H 10.03782 8.08709 4.49817  C48 1.083
65 H 11.79378 4.85097 1.19318  C51 1.083
66 H 7.21006 4.26630 -0.65806  C55 1.083
67 H 4.79889 4.77732 -0.58478  C56 1.083
68 H 3.90136 6.27971 1.16534  C57 1.083
69 H 5.42089 7.29607 2.82011  C58 1.083
70 C -12.24628 -0.43294 -1.34001  C71 1.392, C75 1.386, H86 1.083
71 C -12.42907 0.12441 -0.07784  C70 1.392, C72 1.386, H87 1.083
72 C -11.33187 0.47720 0.69151  C71 1.386, C73 1.390, H88 1.083
73 C -10.04602 0.26366 0.20761  C72 1.390, C74 1.396, C84 1.487
74 C -9.86284 -0.31737 -1.04840  C73 1.396, C75 1.391, C76 1.487
75 C -10.96685 -0.65401 -1.82404  C70 1.386, C74 1.391, H89 1.083
76 C -8.49491 -0.59782 -1.56100  C74 1.487, O77 1.215, C78 1.487
77 O -8.33589 -1.09995 -2.65579  C76 1.215
78 C -7.32786 -0.25967 -0.70407  C76 1.487, C79 1.392, C83 1.398
79 C -6.04305 -0.56661 -1.14175  C78 1.392, C80 1.387, H90 1.084
80 C -4.94361 -0.24489 -0.35892  C79 1.387, C81 1.394, H91 1.141
81 C -5.13122 0.39553 0.86518  C80 1.394, C82 1.387, H92 1.087
82 C -6.40912 0.69935 1.31085  C81 1.387, C83 1.390, H93 1.083
83 C -7.51149 0.36479 0.53294  C78 1.398, C82 1.390, C84 1.485
84 C -8.87675 0.66306 1.03537  C73 1.487, C83 1.485, O85 1.216
85 O -9.03775 1.21788 2.10488  C84 1.216
86 H -13.10503 -0.69983 -1.94387  C70 1.083
87 H -13.42985 0.28514 0.30407  C71 1.083
88 H -11.47705 0.91535 1.67081  C72 1.083
89 H -10.82772 -1.09262 -2.80397  C75 1.083
90 H -5.89737 -1.06198 -2.09455  C79 1.084
91 H -3.89266 -0.50325 -0.71912  C80 1.141
92 H -4.27171 0.65478 1.47750  C81 1.087
93 H -6.54802 1.19259 2.26527  C82 1.083
94 C 1.42517 -10.64212 -3.40438  C95 1.392, C99 1.386, H110 1.083
95 C 1.63990 -9.76775 -2.34293  C94 1.392, C96 1.386, H111 1.083
96 C 1.11035 -8.48768 -2.37907  C95 1.386, C97 1.390, H112 1.083
97 C 0.37401 -8.07165 -3.48250  C96 1.390, C98 1.397, C108 1.485
98 C 0.17808 -8.94134 -4.55754  C97 1.397, C99 1.390, C100 1.488
99 C 0.69649 -10.23028 -4.50911  C94 1.386, C98 1.390, H113 1.083
100 C -0.56985 -8.49662 -5.76471  C98 1.488, O101 1.214, C102 1.487
101 O -0.74693 -9.25341 -6.69738  C100 1.214
102 C -1.08869 -7.10392 -5.80800  C100 1.487, C103 1.390, C107 1.395
103 C -1.74311 -6.64905 -6.94677  C102 1.390, C104 1.386, H114 1.083
104 C -2.24180 -5.35618 -6.98848  C103 1.386, C105 1.392, H115 1.083
105 C -2.09321 -4.51376 -5.88996  C104 1.392, C106 1.386, H116 1.083
106 C -1.43388 -4.96019 -4.75538  C105 1.386, C107 1.389, H117 1.082
107 C -0.92671 -6.25262 -4.71466  C102 1.395, C106 1.389, C108 1.479
108 C -0.20525 -6.70407 -3.50477  C97 1.485, C107 1.479, O109 1.215
109 O -0.09683 -5.96201 -2.54874  C108 1.215
110 H 1.83199 -11.64533 -3.37031  C94 1.083
111 H 2.21967 -10.08769 -1.48586  C95 1.083
112 H 1.27456 -7.81148 -1.54972  C96 1.083
113 H 0.53487 -10.91135 -5.33492  C99 1.083
114 H -1.86193 -7.30162 -7.80241  C103 1.083
115 H -2.74778 -5.00168 -7.87802  C104 1.083
116 H -2.48691 -3.50519 -5.92333  C105 1.083
117 H -1.31454 -4.30155 -3.90480  C106 1.082

Results
M   959.09 g/mol
E_LUMO   -1.19 eV
HOMO level   -0.3101 Ha
F_max   5.4 eV/Å
Frontier orbital gap   7.25 eV
Energy   -94170.4002 eV
Multiplicity   1

Here are the Löwdin charges for atoms 1 to 5, given in e: number 1, O, carries -0.28; number 2, S, carries 0.65; number 3, O, carries -0.28; number 4, C, carries -0.15; number 5, C, carries -0.22